i.
An isolated molecule of C2H4ClFN2, computed with the ωB97M-V functional and the def2-TZVPD basis.

HOMO, hartree: -0.3490
Kohn-Sham gap, eV: 10.0

The geometry in ORCA input format:
```
! wB97M-V def2-TZVPD RIJCOSX def2/J DEFGRID3
* xyz 0 1
H 0.172 -2.034 0.822
N 0.810 -1.357 0.237
C 0.292 -0.138 0.033
N 1.184 0.535 -0.912
C -1.135 0.281 0.382
F -1.002 1.552 0.391
Cl -2.570 -0.334 -0.515
H 2.131 0.065 -0.880
H 1.480 1.707 -0.928
H -1.361 -0.279 1.371
*
```


ii.
An isolated molecule of C2H4ClFN2, computed with the ωB97M-V functional and the def2-TZVPD basis.

HOMO, hartree: -0.3526
Kohn-Sham gap, eV: 10.2

The geometry in ORCA input format:
```
! wB97M-V def2-TZVPD RIJCOSX def2/J DEFGRID3
* xyz 0 1
N -1.471 -0.078 -0.673
N -1.134 -0.693 0.502
C 0.099 -0.517 0.841
C 1.108 0.193 -0.041
F 1.168 1.491 0.454
Cl 2.784 -0.499 -0.155
H -2.494 0.006 -0.753
H -1.141 0.877 -0.874
H 0.339 -1.007 1.812
H 0.742 0.226 -1.113
*
```


iii.
An isolated molecule of C2H4ClFN2, computed with the ωB97M-V functional and the def2-TZVPD basis.

HOMO, hartree: -0.3514
Kohn-Sham gap, eV: 10.5

The geometry in ORCA input format:
```
! wB97M-V def2-TZVPD RIJCOSX def2/J DEFGRID3
* xyz 0 1
N -0.158 1.951 0.794
N 0.430 0.961 0.019
C -0.125 -0.204 0.146
C 0.382 -1.392 -0.694
F -0.536 -1.785 -1.624
Cl 0.788 -2.751 0.390
H -1.151 1.796 1.018
H 0.017 2.826 0.309
H -0.913 -0.383 0.879
H 1.266 -1.019 -1.238
*
```


iv.
An isolated molecule of C2H4ClFN2, computed with the ωB97M-V functional and the def2-TZVPD basis.

HOMO, hartree: -0.3561
Kohn-Sham gap, eV: 10.3

The geometry in ORCA input format:
```
! wB97M-V def2-TZVPD RIJCOSX def2/J DEFGRID3
* xyz 0 1
N -1.425 -1.530 1.967
N -0.249 -1.405 1.200
C -0.386 -0.444 0.404
C 0.574 0.042 -0.459
F 0.294 -0.325 -1.870
Cl 0.691 1.748 -0.515
H -1.689 -2.528 2.263
H -2.395 -1.047 1.686
H -1.418 0.077 0.156
H 1.701 -0.329 -0.362
*
```


Most stable to least stable: iii, ii, i, iv


i.
An isolated molecule of C2H4ClFN2, computed with the ωB97M-V functional and the def2-TZVPD basis.

HOMO, hartree: -0.3595
Kohn-Sham gap, eV: 10.6

The geometry in ORCA input format:
```
! wB97M-V def2-TZVPD RIJCOSX def2/J DEFGRID3
* xyz 0 1
N -0.714 1.844 1.313
N 0.636 1.664 0.993
C 0.895 0.541 0.416
C -0.203 -0.407 0.039
F -1.049 0.203 -0.836
Cl 0.402 -1.832 -0.846
H -0.832 2.861 1.492
H -1.292 1.523 0.529
H 1.928 0.329 0.149
H -0.793 -0.765 0.868
*
```


ii.
An isolated molecule of C2H4ClFN2, computed with the ωB97M-V functional and the def2-TZVPD basis.

HOMO, hartree: -0.3460
Kohn-Sham gap, eV: 10.3

The geometry in ORCA input format:
```
! wB97M-V def2-TZVPD RIJCOSX def2/J DEFGRID3
* xyz 0 1
N 0.746 -1.416 0.588
N 1.340 -0.353 0.036
C 0.682 0.659 -0.314
C -0.821 0.747 -0.078
F -1.393 -0.310 -0.728
Cl -1.571 2.207 -0.769
H 1.320 -2.236 0.552
H -0.289 -1.590 0.518
H 1.118 1.477 -0.816
H -1.132 0.815 1.011
*
```


Most stable to least stable: i, ii


i.
A structure of composition HO5S2, computed with the ωB97M-V functional and the def2-TZVPD basis.

HOMO (spin up / spin down), hartree: -0.1958 / -0.1958
Kohn-Sham gap (spin up / spin down), eV: 8.6 / 8.6

The geometry in ORCA input format:
```
! wB97M-V def2-TZVPD RIJCOSX def2/J DEFGRID3
* xyz -1 1
O 0.190 1.512 -0.460
O -0.434 1.429 2.230
O 0.074 -0.577 -2.758
O -0.239 3.726 1.342
O -1.884 1.347 -1.611
S 0.328 2.398 1.407
S -0.839 0.552 -1.019
H 1.000 -0.355 -2.831
*
```


ii.
A structure of composition HO5S2, computed with the ωB97M-V functional and the def2-TZVPD basis.

HOMO, hartree: -0.1960
Kohn-Sham gap, eV: 8.8

The geometry in ORCA input format:
```
! wB97M-V def2-TZVPD RIJCOSX def2/J DEFGRID3
* xyz -1 1
O 2.002 2.038 0.304
O 0.207 2.548 -1.165
O -1.810 -1.442 1.281
O 0.125 -0.177 -0.259
O -0.214 -3.010 0.376
S 1.297 1.637 -0.893
S -1.112 -1.892 0.105
H -0.494 0.298 0.252
*
```


Most stable to least stable: ii, i


i.
An isolated molecule of C19H24N2O6S, computed with the ωB97M-V functional and the def2-TZVPD basis.

HOMO, hartree: -0.3255
Kohn-Sham gap, eV: 9.3

The geometry in ORCA input format:
```
! wB97M-V def2-TZVPD RIJCOSX def2/J DEFGRID3
* xyz 0 1
C 0.212 -2.013 -5.788
C -0.379 -1.723 -4.409
N 0.094 -0.523 -3.757
C -0.301 0.782 -4.247
C 0.586 1.345 -5.354
S 1.611 -0.627 -3.065
O 2.582 -1.207 -3.950
O 1.896 0.655 -2.489
C 1.278 -1.779 -1.733
C 1.684 -3.098 -1.793
C 1.370 -3.938 -0.735
C 0.673 -3.465 0.363
C 0.282 -2.128 0.419
N -0.402 -1.579 1.501
C -0.918 -2.196 2.594
O -0.874 -3.380 2.830
C -1.616 -1.224 3.547
O -1.527 0.122 3.106
C -1.171 1.053 4.035
O -0.968 0.775 5.189
C -1.068 2.390 3.468
C -0.769 3.553 4.246
C -0.757 4.600 3.382
C -0.514 6.051 3.579
O -1.027 4.158 2.126
C -1.215 2.831 2.170
C -1.503 2.139 0.888
C 0.587 -1.286 -0.649
H -0.171 -1.322 -6.533
H -0.053 -3.023 -6.090
H 1.295 -1.929 -5.742
H -1.471 -1.659 -4.471
H -0.128 -2.544 -3.732
H -0.248 1.453 -3.385
H -1.341 0.713 -4.576
H 0.518 0.756 -6.263
H 1.619 1.346 -5.016
H 0.287 2.367 -5.577
H 2.241 -3.438 -2.651
H 1.675 -4.973 -0.762
H 0.430 -4.120 1.184
H -0.551 -0.577 1.460
H -1.170 -1.315 4.545
H -2.671 -1.513 3.620
H -0.597 3.565 5.301
H -0.283 6.243 4.622
H 0.317 6.383 2.959
H -1.395 6.626 3.296
H -2.158 1.288 1.054
H -1.975 2.839 0.203
H -0.575 1.796 0.427
H 0.309 -0.244 -0.647
*
```


ii.
An isolated molecule of C19H24N2O6S, computed with the ωB97M-V functional and the def2-TZVPD basis.

HOMO, hartree: -0.3137
Kohn-Sham gap, eV: 9.1

The geometry in ORCA input format:
```
! wB97M-V def2-TZVPD RIJCOSX def2/J DEFGRID3
* xyz 0 1
C 6.934 0.372 -2.941
O 5.569 0.204 -3.222
C 5.242 -1.109 -3.625
C 3.739 -1.162 -3.896
N 2.993 -0.859 -2.701
C 2.323 -1.807 -2.003
O 2.156 -2.936 -2.428
C 1.749 -1.351 -0.704
C 0.614 -2.004 -0.233
C 0.023 -1.637 0.959
C 0.571 -0.607 1.724
N 0.010 -0.186 2.934
C -0.884 -1.075 3.639
S -0.515 1.425 2.987
O -0.974 1.666 4.322
O 0.512 2.267 2.460
C -1.903 1.384 1.868
C -1.676 1.352 0.513
C -2.756 1.209 -0.350
C -4.046 1.097 0.148
O -5.162 0.949 -0.605
C -5.032 0.914 -2.007
C -4.266 1.138 1.549
O -5.556 1.033 1.945
C -5.840 1.112 3.323
C -3.180 1.271 2.397
C 1.737 0.016 1.279
C 2.312 -0.344 0.077
H 7.066 1.409 -2.641
H 7.550 0.165 -3.824
H 7.256 -0.289 -2.126
H 5.798 -1.379 -4.536
H 5.506 -1.825 -2.832
H 3.451 -2.166 -4.214
H 3.488 -0.436 -4.674
H 3.176 0.042 -2.290
H 0.199 -2.803 -0.828
H -0.866 -2.151 1.288
H -1.843 -1.211 3.126
H -0.400 -2.042 3.770
H -1.067 -0.624 4.612
H -0.672 1.450 0.136
H -2.576 1.184 -1.412
H -4.604 1.843 -2.394
H -4.421 0.066 -2.333
H -6.044 0.796 -2.389
H -5.505 2.063 3.747
H -5.381 0.286 3.876
H -6.923 1.041 3.401
H -3.283 1.312 3.469
H 2.172 0.794 1.883
H 3.228 0.143 -0.224
*
```


Most stable to least stable: i, ii